Entry 1:
Formula: C43H38N6NiO9S2
Source: OMol25
Level of theory: ωB97M-V/def2-TZVPD

Output
LUMO (spin up / spin down) in eV: 3.98 / 3.98
Gap between HOMO and LUMO (spin up / spin down) in Eh: 0.1874 / 0.1879
HOMO level (spin up / spin down) in eV: -1.1 / -1.1
Max |F| in eV/A: 0.81
<S²>: 2.01
Spin multiplicity: 3
Total charge: -2

```
99
C43H38N6NiO9S2, DFT ωB97M-V/def2-TZVPD
Ni -0.29 -1.28 1.40
C -2.33 -3.02 -2.60
O -1.32 -2.82 -3.59
C -1.44 -1.70 -4.37
C -1.75 -1.92 -5.70
C -1.87 -0.89 -6.62
C -1.68 0.41 -6.17
C -1.35 0.65 -4.85
C -1.19 -0.39 -3.92
N -0.86 0.02 -2.62
C -0.54 -0.74 -1.49
N 0.32 -1.75 -1.75
C 0.71 -2.85 -0.94
C 0.52 -2.88 0.44
C 1.00 -4.06 1.05
C 1.57 -5.13 0.37
C 1.75 -5.03 -1.01
C 1.33 -3.88 -1.65
O 1.53 -3.73 -3.02
C 2.86 -3.33 -3.32
N -0.96 -0.42 -0.31
C -1.86 0.74 -0.23
C -1.00 1.99 -0.28
C -1.44 3.24 -0.14
C -2.87 3.63 0.03
C -4.57 2.23 0.20
C -4.00 0.81 0.11
O -4.88 -0.25 0.42
C -5.88 -0.40 -0.56
H -2.07 -3.95 -2.08
H -3.31 -3.12 -3.07
H -2.37 -2.22 -1.86
H -1.91 -2.96 -6.00
H -2.13 -1.10 -7.65
H -1.79 1.25 -6.85
H -1.21 1.66 -4.49
H -1.23 0.96 -2.42
H 0.49 -1.93 -2.73
H 0.47 -3.26 2.87
H 1.90 -6.01 0.90
H 2.20 -5.83 -1.57
H 2.91 -3.13 -4.39
H 3.58 -4.10 -3.06
H 3.12 -2.42 -2.77
H 0.06 1.82 -0.43
H -0.71 4.04 -0.19
H -2.95 4.72 0.11
H -5.65 2.28 0.33
H -6.39 -1.34 -0.36
H -5.46 -0.42 -1.57
H -6.62 0.41 -0.52
C 4.46 2.71 3.41
C 2.96 2.85 3.43
C 2.19 2.06 4.28
C 0.81 2.20 4.32
C 0.20 3.12 3.50
C 0.94 3.94 2.65
C 2.32 3.79 2.62
S -1.55 3.27 3.56
O -1.92 4.50 2.88
O -1.97 3.09 4.93
N -1.91 1.91 2.75
C -2.78 1.87 1.80
C -3.66 2.93 1.22
C -3.90 2.97 -1.02
C -3.37 1.98 -2.01
C -3.16 0.74 -1.19
N -2.82 0.74 0.97
H 4.76 1.70 3.69
H 4.93 3.40 4.11
H 4.86 2.92 2.41
H 2.66 1.31 4.89
H 0.22 1.57 4.98
H 0.43 4.64 2.01
H 2.91 4.41 1.95
H -4.10 3.62 1.94
H -4.52 3.74 -1.48
H -4.01 1.83 -2.88
H -3.27 -0.19 -1.73
S 1.91 -6.48 3.41
C 1.22 -5.02 3.34
N 0.85 -4.12 2.48
O 1.77 -1.01 5.05
C 1.57 -1.01 3.84
O 0.48 -1.36 3.26
C 2.73 -0.56 2.96
C 4.01 -0.59 3.50
C 5.14 -0.18 2.77
C 4.91 0.27 1.49
O 5.83 0.75 0.58
C 5.08 0.99 -0.62
O 3.71 0.81 -0.33
C 3.65 0.31 0.95
C 2.54 -0.10 1.65
H 4.11 -0.94 4.52
H 6.14 -0.21 3.19
H 5.40 0.28 -1.39
H 5.26 2.01 -0.95
H 1.55 -0.09 1.20
```

Entry 2:
Formula: C43H39CoP2
Source: OMol25
Level of theory: ωB97M-V/def2-TZVPD

Output
LUMO (spin up / spin down) in eV: -5.71 / -7.74
Gap between HOMO and LUMO (spin up / spin down) in Eh: 0.2836 / 0.2375
HOMO level (spin up / spin down) in eV: -13.4 / -14.2
Max |F| in eV/A: 5.52
<S²>: 6.04
Spin multiplicity: 5
Total charge: +2

```
85
C43H39CoP2, DFT ωB97M-V/def2-TZVPD
C 0.75 -1.18 -4.14
C -0.29 -1.61 -3.30
C -1.59 -1.72 -3.81
C -1.85 -1.42 -5.14
C -0.82 -0.98 -5.97
C 0.47 -0.84 -5.47
P 0.02 -1.82 -1.50
C -1.28 -3.01 -1.00
C -2.37 -2.55 -0.24
C -3.38 -3.45 0.12
C -3.35 -4.78 -0.33
C -2.27 -5.22 -1.10
C -1.22 -4.35 -1.42
Co 0.17 -0.03 -0.38
P 0.05 1.80 -1.36
C -1.30 1.86 -2.61
C -1.09 2.20 -3.95
C -2.16 2.25 -4.84
C -3.45 1.90 -4.41
C -3.65 1.50 -3.08
C -2.58 1.50 -2.18
C -0.18 3.29 -0.33
C 0.72 3.47 0.73
C 0.49 4.48 1.67
C -0.60 5.34 1.52
C -1.45 5.21 0.41
C -1.24 4.17 -0.52
C 1.60 2.14 -2.27
C 2.66 1.24 -2.10
C 3.87 1.47 -2.78
C 4.05 2.62 -3.55
C 3.00 3.53 -3.68
C 1.77 3.29 -3.06
C 1.59 -2.75 -1.45
C 2.06 -3.55 -2.51
C 3.30 -4.19 -2.41
C 4.07 -4.06 -1.25
C 3.59 -3.29 -0.18
C 2.35 -2.63 -0.28
H 1.61 2.83 0.81
H 1.17 4.61 2.51
H -0.78 6.14 2.24
H -2.27 5.91 0.25
H -1.89 4.09 -1.40
H -0.08 2.43 -4.31
H -1.99 2.55 -5.87
H -4.29 1.92 -5.11
H -4.64 1.20 -2.75
H -2.73 1.20 -1.14
H 2.52 0.36 -1.45
H 4.67 0.73 -2.69
H 5.01 2.79 -4.04
H 3.13 4.43 -4.28
H 0.94 4.00 -3.20
H 1.47 -3.68 -3.42
H 3.67 -4.79 -3.24
H 5.04 -4.56 -1.16
H 4.17 -3.19 0.73
H 1.97 -2.02 0.55
H -2.40 -1.50 0.08
H -4.21 -3.10 0.74
H -4.16 -5.45 -0.07
H -2.24 -6.25 -1.45
H -0.37 -4.71 -2.00
H -2.40 -2.06 -3.16
H -2.86 -1.51 -5.54
H -1.02 -0.73 -7.01
H 1.28 -0.48 -6.11
H 1.77 -1.11 -3.75
H -0.01 0.27 -8.41
H 0.72 0.19 -8.19
C -0.47 -0.03 1.93
C -0.05 -0.01 3.33
C 0.21 -1.22 4.04
C 0.27 -1.25 5.43
C 0.19 -0.05 6.16
C 0.06 1.17 5.48
C -0.02 1.20 4.09
H -0.76 -1.03 1.57
H -1.14 0.79 1.64
H 0.23 -2.17 3.49
H 0.38 -2.20 5.96
H 0.18 -0.09 7.25
H 0.01 2.09 6.07
H -0.18 2.17 3.61
```

Entry 3:
Formula: C43H39N7O3RuS2
Source: OMol25
Level of theory: ωB97M-V/def2-TZVPD

Output
LUMO (spin up / spin down) in eV: -12.12 / -13.60
Gap between HOMO and LUMO (spin up / spin down) in Eh: 0.2004 / 0.1456
HOMO level (spin up / spin down) in eV: -17.6 / -17.6
Max |F| in eV/A: 1.47
<S²>: 6.04
Spin multiplicity: 5
Total charge: +4

```
95
C43H39N7O3RuS2, DFT ωB97M-V/def2-TZVPD
Ru -2.61 0.32 0.56
C -0.52 -2.56 3.59
C -1.27 -1.31 3.28
O -1.39 -0.92 2.09
N -1.79 -0.60 4.28
C -2.57 0.62 4.04
C -3.88 0.26 3.41
C -5.03 0.06 4.15
C -6.19 -0.41 3.54
C -6.18 -0.69 2.18
C -5.02 -0.44 1.49
N -3.91 0.04 2.08
H 0.47 -2.48 3.14
H -1.04 -3.40 3.13
H -0.41 -2.74 4.66
H -1.70 -0.96 5.22
H -2.00 1.30 3.40
H -2.73 1.11 5.00
H -5.01 0.26 5.21
H -7.09 -0.57 4.13
H -7.05 -1.08 1.67
H -4.96 -0.64 0.41
C 2.99 6.23 3.34
C 2.26 5.04 2.81
C 2.80 3.76 2.92
C 2.12 2.65 2.44
C 0.89 2.85 1.81
C 0.31 4.11 1.70
C 1.00 5.19 2.20
S 0.16 1.39 1.22
O -1.42 1.71 1.26
C 0.54 1.44 -0.53
C 0.16 2.53 -1.29
C 0.61 2.65 -2.61
C 1.44 1.67 -3.15
C 1.96 1.81 -4.47
C 2.83 0.85 -5.01
C 3.19 -0.24 -4.25
C 2.68 -0.40 -2.94
C 1.80 0.54 -2.37
C 1.33 0.40 -1.04
C 1.86 -0.71 -0.20
C 3.22 -0.56 0.23
C 3.96 0.62 0.01
C 5.26 0.71 0.42
C 5.89 -0.36 1.08
C 5.20 -1.51 1.31
C 3.85 -1.64 0.90
C 3.13 -2.84 1.13
C 1.83 -2.95 0.74
C 1.19 -1.88 0.07
S -0.52 -2.30 -0.21
O -1.29 -1.02 -0.61
C -0.51 -3.31 -1.64
C -0.23 -2.81 -2.91
C -0.24 -3.67 -3.99
C -0.52 -5.03 -3.83
C -0.53 -5.97 -5.00
C -0.79 -5.51 -2.55
C -0.81 -4.66 -1.45
H 3.87 5.94 3.91
H 2.34 6.83 3.98
H 3.31 6.87 2.51
H 3.76 3.63 3.40
H 2.54 1.66 2.56
H -0.67 4.25 1.27
H 0.56 6.18 2.15
H -0.44 3.31 -0.86
H 0.35 3.52 -3.20
H 1.69 2.68 -5.05
H 3.23 0.98 -6.00
H 3.87 -0.98 -4.65
H 2.98 -1.27 -2.37
H 3.51 1.47 -0.49
H 5.81 1.63 0.24
H 6.92 -0.28 1.39
H 5.67 -2.35 1.81
H 3.62 -3.67 1.62
H 1.29 -3.87 0.94
H -0.04 -1.75 -3.05
H -0.04 -3.29 -4.98
H -0.17 -5.48 -5.90
H -1.54 -6.32 -5.18
H 0.10 -6.84 -4.81
H -1.02 -6.56 -2.41
H -1.04 -5.04 -0.47
N -5.60 2.38 -2.57
N -4.38 1.81 -2.39
N -3.69 1.30 -3.39
C -2.65 0.77 -2.78
N -2.69 0.98 -1.46
N -3.83 1.65 -1.22
H -5.74 2.59 -3.55
H -5.75 3.13 -1.91
H -1.87 0.22 -3.27
```

Entry 4:
Formula: C43H40N10O4OsS3Si
Source: OMol25
Level of theory: ωB97M-V/def2-TZVPD

Output
LUMO in eV: -6.79
Gap between HOMO and LUMO in Eh: 0.1947
HOMO level in eV: -12.1
Max |F| in eV/A: 2.60
Total charge: +2

```
102
C43H40N10O4OsS3Si, DFT ωB97M-V/def2-TZVPD
Os 0.19 0.44 -0.41
C -1.37 8.57 10.46
O -2.32 8.21 9.45
C -1.95 7.35 8.49
C -2.92 7.06 7.53
C -2.65 6.19 6.51
C -1.39 5.57 6.42
C -0.43 5.87 7.38
C -0.70 6.75 8.40
C -1.15 4.63 5.33
N -2.00 4.37 4.35
C -1.38 3.46 3.55
C -0.13 3.14 4.04
N 0.00 3.90 5.18
C 0.73 2.20 3.41
C 1.97 1.73 3.91
C 2.67 0.80 3.19
C 2.18 0.37 1.96
N 1.03 0.81 1.46
C 0.28 1.68 2.19
C -1.01 2.01 1.67
N -1.39 1.41 0.49
C -2.62 1.61 0.02
C -3.54 2.41 0.68
C -3.17 3.06 1.84
C -1.88 2.85 2.36
H -1.88 9.27 11.10
H -0.49 9.04 10.02
H -1.08 7.69 11.04
H -3.89 7.54 7.61
H -3.39 5.96 5.75
H 0.55 5.42 7.33
H 0.06 6.96 9.14
H 0.79 3.92 5.80
H 2.35 2.10 4.85
H 3.60 0.40 3.56
H 2.73 -0.35 1.36
H -2.88 1.10 -0.90
H -4.53 2.52 0.27
H -3.85 3.71 2.37
C -1.90 -4.81 -1.80
Si -0.81 -5.15 -0.33
C -1.47 -6.61 0.62
C 0.98 -5.42 -0.78
C -0.93 -3.61 0.80
C -1.51 -3.66 2.07
C -1.64 -2.52 2.86
C -1.24 -1.32 2.34
N -0.67 -1.24 1.13
C -0.49 -2.34 0.42
S 0.39 -1.96 -1.02
H -1.93 -5.69 -2.45
H -1.54 -3.97 -2.40
H -2.93 -4.60 -1.49
H -1.42 -7.50 -0.03
H -2.52 -6.48 0.91
H -0.88 -6.84 1.51
H 1.09 -6.35 -1.34
H 1.61 -5.49 0.11
H 1.38 -4.61 -1.40
H -1.87 -4.62 2.44
H -2.06 -2.57 3.86
H -1.35 -0.39 2.89
N 4.97 3.80 -0.79
C 5.26 2.50 -0.60
O 6.17 2.08 0.09
C 4.31 1.51 -1.27
C 4.74 0.66 -2.27
C 3.83 -0.24 -2.81
C 2.56 -0.31 -2.31
N 2.14 0.49 -1.31
C 3.00 1.41 -0.82
H 5.62 4.49 -0.47
H 4.26 4.06 -1.46
H 5.76 0.70 -2.61
H 4.13 -0.91 -3.61
H 1.85 -1.03 -2.70
H 2.65 2.07 -0.05
N -0.97 7.57 1.97
C -0.56 6.71 0.99
C -1.44 5.75 0.46
C -1.02 4.87 -0.51
C 0.30 4.92 -0.95
C 1.19 5.86 -0.44
C 0.76 6.75 0.52
S 0.86 3.83 -2.20
O 2.28 3.67 -2.04
O 0.38 4.21 -3.49
N 0.15 2.41 -1.78
C -0.54 1.68 -2.67
S -1.23 1.98 -4.23
C -1.95 0.39 -4.17
C -1.62 -0.24 -3.04
N -0.81 0.51 -2.21
H -1.94 7.62 2.23
H -0.37 8.31 2.27
H -2.46 5.72 0.82
H -1.70 4.15 -0.93
H 2.21 5.89 -0.81
H 1.44 7.50 0.91
H -2.56 0.02 -4.97
H -1.93 -1.24 -2.75
```

Entry 5:
Formula: C43H40N10O4OsS3Si
Source: OMol25
Level of theory: ωB97M-V/def2-TZVPD

Output
LUMO in eV: -6.21
Gap between HOMO and LUMO in Eh: 0.2066
HOMO level in eV: -11.8
Max |F| in eV/A: 2.43
Total charge: +2

```
102
C43H40N10O4OsS3Si, DFT ωB97M-V/def2-TZVPD
Os -0.46 -0.74 -0.94
C 3.93 4.51 11.01
O 2.73 4.79 10.30
C 2.50 4.14 9.15
C 1.29 4.44 8.51
C 0.95 3.81 7.34
C 1.81 2.87 6.76
C 3.02 2.59 7.40
C 3.37 3.21 8.58
C 1.42 2.22 5.52
N 0.27 2.41 4.90
C 0.33 1.64 3.78
C 1.53 0.96 3.70
N 2.22 1.35 4.83
C 1.86 0.09 2.63
C 3.03 -0.67 2.50
C 3.18 -1.49 1.41
C 2.19 -1.53 0.43
N 1.08 -0.80 0.51
C 0.90 -0.02 1.60
C -0.35 0.67 1.68
N -1.21 0.48 0.64
C -2.40 1.06 0.69
C -2.80 1.86 1.77
C -1.94 2.07 2.81
C -0.66 1.48 2.77
H 3.89 5.12 11.91
H 4.81 4.78 10.42
H 3.98 3.46 11.29
H 0.64 5.17 8.96
H 0.02 4.03 6.84
H 3.72 1.86 6.99
H 4.31 2.97 9.05
H 3.13 1.04 5.12
H 3.80 -0.63 3.26
H 4.06 -2.11 1.30
H 2.29 -2.17 -0.43
H -3.06 0.93 -0.15
H -3.79 2.29 1.75
H -2.21 2.67 3.67
C -0.03 -5.13 -4.68
Si 0.36 -3.60 -5.67
C 1.63 -3.92 -6.98
C -1.18 -2.84 -6.37
C 1.17 -2.40 -4.42
C 2.48 -1.98 -4.54
C 3.10 -1.20 -3.55
C 2.41 -0.89 -2.41
N 1.13 -1.29 -2.25
C 0.54 -1.97 -3.24
S -1.09 -2.13 -2.78
H -0.51 -5.89 -5.31
H -0.72 -4.90 -3.86
H 0.87 -5.58 -4.26
H 1.23 -4.60 -7.73
H 2.54 -4.38 -6.58
H 1.91 -3.00 -7.50
H -1.63 -3.53 -7.09
H -0.97 -1.91 -6.89
H -1.94 -2.65 -5.60
H 3.04 -2.24 -5.43
H 4.12 -0.86 -3.66
H 2.87 -0.32 -1.62
N 0.53 -5.55 2.11
C -0.59 -4.97 2.64
O -0.92 -5.07 3.79
C -1.38 -4.08 1.71
C -2.75 -3.97 1.90
C -3.46 -3.07 1.13
C -2.77 -2.26 0.25
N -1.44 -2.33 0.10
C -0.77 -3.25 0.80
H 1.03 -6.19 2.70
H 0.64 -5.66 1.11
H -3.25 -4.60 2.63
H -4.53 -2.96 1.22
H -3.29 -1.54 -0.38
H 0.30 -3.31 0.63
N -3.23 3.72 -7.78
C -3.28 3.06 -6.59
C -3.68 3.73 -5.42
C -3.72 3.07 -4.22
C -3.38 1.72 -4.17
C -2.97 1.03 -5.32
C -2.92 1.70 -6.52
S -3.40 0.88 -2.66
O -3.92 1.77 -1.66
O -3.96 -0.44 -2.78
N -1.79 0.56 -2.38
C -0.86 1.52 -2.24
S -0.75 3.19 -2.63
C 0.83 3.24 -1.90
C 1.19 2.04 -1.44
N 0.23 1.06 -1.66
H -3.55 4.67 -7.85
H -3.04 3.23 -8.63
H -3.96 4.78 -5.48
H -4.04 3.57 -3.32
H -2.71 -0.02 -5.26
H -2.63 1.18 -7.42
H 1.39 4.16 -1.88
H 2.12 1.79 -0.96
```

| no. | calculated total energy (eV) |
| --- | --- |
| 1 | -135285.345 |
| 2 | -101411.368 |
| 3 | -86008.364 |
| 4 | -111173.128 |
| 5 | -111173.554 |